No. 1
DFT (the ωB97M-V functional and the def2-TZVPD basis) results for C4H3O3 as an isolated structure in a non-equilibrium geometry.

The calculation puts the HOMO energy at -3.6 eV. The LUMO energy is 4.315 eV. For the energy relative to the best compared isomer or geometry (same formula, charge and spin), the calculation gives 1.183 eV. For the energy, the calculation gives -10337.95070 eV. The calculation puts the gap between HOMO and LUMO at 7.92 eV. Its total charge is -1.

Atoms and positions in Å:
1 C 0.059367 -0.213409 1.137491
2 C -0.215809 0.377310 0.009002
3 C 0.308272 -1.317370 -1.879268
4 C -0.306798 1.258328 1.232426
5 O 1.444762 -1.240442 -1.633260
6 O -0.553501 -1.835854 -2.485788
7 O -0.288207 0.268937 -1.282615
8 H 0.387831 -0.919225 1.896625
9 H -1.287669 1.467936 1.581205
10 H 0.451753 2.153789 1.424181

Force components x, y, z for each atom (eV/Å):
0.5 0.4 1.5
0.5 -1.0 -1.0
-0.4 1.6 -0.6
1.4 1.2 -0.7
2.8 -0.8 0.8
-1.6 -1.0 -0.4
-0.9 0.8 1.1
-0.1 -0.1 -0.8
-0.9 0.7 0.4
-1.2 -1.8 -0.4



No. 2
DFT (the ωB97M-V functional and the def2-TZVPD basis) results for an isolated ion of composition C4H3O4PS and charge -2 in a non-equilibrium geometry.

The calculation puts the HOMO energy at 0.2 eV. The LUMO energy is 5.063 eV. For the energy, the calculation gives -32511.16305 eV. The calculation puts the gap between HOMO and LUMO at 4.86 eV. Its total charge is -2. The SMILES is O=P([O-])([O-])Oc1cccs1.

Atoms and positions in Å:
1 O 1.928517 1.251155 1.205038
2 P 2.477271 0.580477 -0.056440
3 O 1.978690 1.251426 -1.344830
4 O 3.834293 -0.050617 -0.039553
5 O 1.564531 -1.016267 0.111312
6 C 0.030156 -0.781475 -0.079865
7 C -0.517061 0.419370 0.035493
8 C -1.947498 0.290528 0.006402
9 C -2.423183 -0.948922 -0.170579
10 S -1.089810 -2.124930 -0.011032
11 H 0.150111 1.332679 0.177637
12 H -2.660617 1.219899 0.099597
13 H -3.325399 -1.423324 0.066815

Force components x, y, z for each atom (eV/Å):
0.7 0.3 -0.3
-1.3 -0.2 0.1
0.5 -0.7 0.7
0.6 0.3 0.0
-5.3 0.7 -1.6
6.6 -2.2 1.8
-1.0 2.2 -0.1
-1.0 3.3 -0.1
1.4 -1.9 0.9
0.2 1.3 -0.9
-1.2 -1.3 -0.2
1.4 -1.9 -0.2
-1.6 0.1 -0.1



No. 3
DFT (the ωB97M-V functional and the def2-TZVPD basis) results for C4H3OTm as an isolated structure in a non-equilibrium geometry.

Its spin multiplicity is 4. The calculation puts the HOMO energy (alpha / beta) at -9.7 / -11.5 eV. The LUMO energy (alpha / beta) is -4.242 / -6.558 eV. For the energy relative to the best compared isomer or geometry (same formula, charge and spin), the calculation gives 0.000 eV. For the energy, the calculation gives -35761.64962 eV. The calculation puts the gap between HOMO and LUMO (alpha / beta) at 5.46 / 4.90 eV. Its expectation value of S² is 3.80. Its total charge is +1.

Atoms and positions in Å:
1 C 0.143885 0.921567 2.129336
2 C -0.055596 0.600601 0.854629
3 C 0.132762 0.241851 -0.352209
4 C 0.192199 -0.106083 -1.650818
5 O -0.079300 -1.274440 -2.151426
6 Tm -1.210782 -3.181985 -1.798502
7 H 0.253368 1.964976 2.434182
8 H 0.152759 0.155668 2.908389
9 H 0.470703 0.677845 -2.373582

Force components x, y, z for each atom (eV/Å):
-0.3 0.4 0.8
1.4 -1.0 -2.9
-1.2 0.8 4.3
-0.3 -1.8 -3.4
0.5 2.2 1.4
-0.1 -0.1 -0.1
0.0 -0.3 -0.1
0.0 0.2 -0.3
0.0 -0.3 0.2



No. 4
DFT (the ωB97M-V functional and the def2-TZVPD basis) results for C4H3OV as an isolated structure in a non-equilibrium geometry.

Its spin multiplicity is 5. The calculation puts the HOMO energy (alpha / beta) at -6.7 / -8.7 eV. The LUMO energy (alpha / beta) is -0.323 / -0.209 eV. For the energy, the calculation gives -31925.31456 eV. The calculation puts the gap between HOMO and LUMO (alpha / beta) at 6.39 / 8.45 eV. Its expectation value of S² is 6.01. Its total charge is 0.

Atoms and positions in Å:
1 C 1.207232 -0.838598 1.684986
2 C 0.190505 -1.077750 0.597113
3 C 0.523318 0.205335 0.722420
4 C 0.186254 1.374264 -0.000679
5 O -0.590998 1.285345 -0.980124
6 V -1.083040 -0.709966 -1.295811
7 H 0.886114 -0.896218 2.732379
8 H 2.246839 -1.141886 1.508120
9 H 0.531327 2.369716 0.324780

Force components x, y, z for each atom (eV/Å):
-0.5 1.6 -0.7
-1.1 -0.5 -1.5
1.5 -0.9 1.6
-0.2 0.0 0.5
0.2 0.3 0.1
0.4 -0.4 0.7
0.1 0.0 -0.4
-0.4 0.2 0.0
0.0 -0.2 -0.3